Record 1
Computed, not measured: a cluster of 2 separate species, C5H14 in total, with ωB97M-V/def2-TZVPD.

Structure (XYZ):
```
19
Properties=species:S:1:pos:R:3:lowdin_charge:R:1
C -0.31 -1.15 -0.46 -0.347
C -1.56 -1.10 -1.28 -0.126
C 0.33 -2.51 -0.36 -0.148
H 0.38 -0.38 -0.91 0.104
H -0.49 -0.93 0.62 0.109
H -2.27 -1.89 -1.07 0.071
H 0.73 -2.86 -1.35 0.082
H -1.48 -1.32 -2.30 0.059
H -2.05 -0.18 -1.17 0.056
H 1.18 -2.55 0.33 0.062
H -0.28 -3.38 0.02 0.085
C 1.03 2.03 0.35 -0.150
C 0.47 2.54 1.67 -0.146
H 0.73 2.58 -0.52 0.062
H 2.05 1.86 0.28 0.045
H 0.56 1.04 0.22 0.018
H 1.15 3.31 2.12 0.078
H 0.22 1.77 2.33 0.041
H -0.39 3.12 1.50 0.043
```

Output
* E_HOMO: -11.04 eV
* gap between HOMO and LUMO: 12.1 eV
* SMILES string: CCC.CC
* ΔE to the lowest compared entry with this formula, charge and spin: 18.7 kcal/mol


Record 2
Computed, not measured: a structure of composition C34H29AgClN2O6Sb, with ωB97M-V/def2-TZVPD.

Structure (XYZ):
```
74
Properties=species:S:1:pos:R:3:lowdin_charge:R:1
Ag 1.62 1.13 -1.52 0.777
O 3.12 -0.21 -0.45 -0.180
C 3.62 -1.28 -1.00 -0.429
C 4.97 -1.54 -0.77 -0.051
C 5.45 -2.83 -0.99 -0.168
C 4.80 -3.86 -1.61 -0.156
C 3.39 -3.60 -1.87 -0.051
C 2.86 -2.25 -1.77 -0.140
C 1.50 -1.95 -2.25 -0.129
N 1.04 -0.75 -2.42 -0.051
C -0.05 -0.55 -3.36 -0.226
C -0.30 0.95 -3.74 -0.218
N -0.18 1.74 -2.53 -0.058
C -0.70 2.91 -2.57 -0.156
C -0.78 3.81 -1.48 -0.165
C -1.60 4.96 -1.71 -0.077
C -1.60 5.99 -0.80 -0.172
C -0.75 5.95 0.31 -0.135
C 0.03 4.85 0.53 -0.054
C 0.06 3.76 -0.34 -0.420
O 0.84 2.79 -0.07 -0.131
H 5.59 -0.71 -0.52 0.101
H 6.48 -3.02 -0.65 0.082
H 5.35 -4.80 -1.80 0.073
H 2.80 -4.37 -2.41 0.081
H 0.86 -2.77 -2.66 0.115
H -1.03 -0.90 -2.95 0.091
H 0.08 -1.09 -4.27 0.090
H -1.32 1.03 -4.19 0.111
H 0.50 1.23 -4.46 0.100
H -1.14 3.23 -3.54 0.118
H -2.26 4.86 -2.62 0.105
H -2.16 6.91 -0.90 0.064
H -0.77 6.81 1.03 0.097
H 0.67 4.77 1.37 0.090
O 3.03 1.24 -4.72 -0.371
Cl 3.99 1.63 -3.76 0.694
O 4.58 0.42 -3.05 -0.389
O 5.13 2.39 -4.31 -0.396
O 3.31 2.46 -2.72 -0.438
C -2.31 -4.65 4.73 -0.133
C -0.91 -4.49 4.68 -0.120
C -0.35 -3.73 3.71 -0.146
C -1.25 -3.08 2.80 -0.419
C -2.61 -3.25 2.81 -0.140
C -3.16 -4.15 3.78 -0.103
Sb -0.32 -1.68 1.43 1.511
C -0.47 0.13 2.71 -0.384
C 0.70 0.87 2.79 -0.134
C 0.76 1.91 3.72 -0.112
C -0.24 2.19 4.61 -0.117
C -1.41 1.41 4.55 -0.108
C -1.52 0.38 3.59 -0.153
C -1.90 -1.00 -0.04 -0.341
C -2.61 0.18 0.25 -0.119
C -3.81 0.44 -0.39 -0.107
C -4.27 -0.42 -1.36 -0.126
C -3.67 -1.66 -1.60 -0.103
C -2.47 -1.94 -0.90 -0.179
H -2.74 -5.28 5.55 0.101
H -0.31 -5.00 5.46 0.103
H 0.73 -3.71 3.51 0.094
H -3.23 -2.79 2.05 0.088
H -4.22 -4.45 3.68 0.100
H 1.55 0.87 2.12 0.100
H 1.66 2.59 3.61 0.124
H -0.15 2.94 5.40 0.095
H -2.24 1.54 5.27 0.095
H -2.48 -0.24 3.54 0.117
H -2.29 0.83 1.07 0.086
H -4.30 1.46 -0.27 0.125
H -5.18 -0.22 -1.96 0.098
H -4.00 -2.40 -2.31 0.085
H -2.03 -2.93 -1.02 0.092
```

Output
* E_HOMO: -0.87 eV
* gap between HOMO and LUMO: 4.8 eV
* charge: -2
* ΔE to the lowest compared entry with this formula, charge and spin: 58.2 kcal/mol


Record 3
Computed, not measured: a cluster of 2 separate species, C21H15N4O9S2 in total, with ωB97M-V/def2-TZVPD.

Structure (XYZ):
```
51
Properties=species:S:1:pos:R:3:lowdin_charge:R:1
N -3.03 3.20 1.19 0.177
C -2.89 2.04 1.13 -0.196
C -2.91 0.60 1.20 -0.197
C -2.55 -0.27 0.10 0.097
C -3.07 -1.58 0.22 -0.079
N -3.64 -2.32 -0.82 -0.155
O -3.62 -2.24 -2.04 0.067
O -4.47 -3.31 -0.20 0.037
N -4.51 -3.13 1.15 0.126
C -3.67 -2.09 1.40 -0.138
C -3.78 -1.25 2.57 -0.066
N -4.19 -1.75 3.86 -0.317
O -4.29 -2.99 4.01 0.066
O -4.40 -0.93 4.77 0.038
C -3.46 0.10 2.40 0.077
H -2.22 -0.02 -0.92 0.119
H -3.72 0.84 3.18 0.150
C -1.20 2.25 -1.57 -0.010
O -0.04 1.69 -0.75 -0.274
C 0.41 0.43 -0.66 -0.449
S 2.20 0.49 -1.20 0.694
C 2.33 0.05 -2.93 -0.279
C 2.41 -1.32 -3.20 -0.059
C 2.29 -1.75 -4.52 -0.082
C 2.07 -0.82 -5.54 -0.096
C 2.04 0.56 -5.27 -0.085
C 2.16 1.00 -3.94 -0.060
O 2.50 1.92 -1.04 -0.345
O 3.00 -0.49 -0.51 -0.341
S 0.47 -0.29 1.07 0.693
C 1.87 0.30 1.98 -0.301
C 2.85 -0.62 2.34 -0.076
C 3.88 -0.22 3.19 -0.082
C 3.93 1.09 3.68 -0.102
C 2.93 1.99 3.34 -0.082
C 1.87 1.60 2.51 -0.043
O -0.54 0.42 1.87 -0.355
O 0.42 -1.72 0.87 -0.326
H -1.02 3.32 -1.76 0.092
H -1.23 1.68 -2.50 0.083
H -2.14 2.13 -1.00 0.034
H 2.53 -2.01 -2.37 0.116
H 2.35 -2.83 -4.74 0.103
H 1.89 -1.17 -6.56 0.096
H 1.91 1.28 -6.07 0.097
H 2.10 2.06 -3.67 0.115
H 2.79 -1.63 1.96 0.110
H 4.64 -0.95 3.46 0.097
H 4.75 1.39 4.35 0.097
H 2.95 3.02 3.72 0.099
H 1.06 2.29 2.28 0.119
```

Output
* E_HOMO: -4.34 eV
* gap between HOMO and LUMO: 4.7 eV
* charge: -1
* ΔE to the lowest compared entry with this formula, charge and spin: 42.8 kcal/mol


Record 4
Computed, not measured: a cluster of 2 separate species, C5H9NO in total, with ωB97M-V/def2-TZVPD.

Structure (XYZ):
```
16
Properties=species:S:1:pos:R:3:lowdin_charge:R:1
C -0.85 0.43 -0.40 0.119
C 2.39 -0.07 -0.54 -0.173
C 2.17 -0.69 0.83 -0.149
C 1.20 -0.87 -0.21 -0.107
C -3.14 0.31 0.00 -0.021
N -1.81 -0.34 -0.04 -0.426
O -1.80 -1.60 0.02 -0.073
H -0.42 1.45 -0.16 0.093
H 2.36 1.00 -0.86 0.108
H 3.10 -0.52 -1.16 0.074
H 2.81 -1.53 0.91 0.091
H 1.74 -0.24 1.76 0.125
H 0.85 -1.66 -0.78 0.063
H -3.74 -0.40 0.67 0.116
H -3.13 1.24 0.57 0.087
H -3.65 0.38 -0.91 0.071
```

Output
* E_HOMO (alpha / beta): -8.50 / -8.50 eV
* gap between HOMO and LUMO (alpha / beta): 8.8 / 8.8 eV
* ΔE to the lowest compared entry with this formula, charge and spin: 203.2 kcal/mol


Record 5
Computed, not measured: a structure of composition C5H11N2O, with ωB97M-V/def2-TZVPD.

Structure (XYZ):
```
19
Properties=species:S:1:pos:R:3:mulliken_spin:R:1
C -1.85 -0.45 0.41 0.003
O -2.07 -0.35 -0.99 0.012
C -0.80 0.66 0.74 -0.002
C 0.66 0.10 0.45 0.004
C 1.12 -0.30 -0.98 -0.043
C 2.48 -0.26 -1.25 0.583
N 0.18 -0.56 -1.89 0.429
N -0.97 0.85 2.23 0.000
H -1.48 -1.42 0.69 -0.004
H -2.86 -0.18 0.77 0.000
H -1.04 1.50 0.08 0.003
H 1.37 0.92 0.74 0.004
H 0.93 -0.69 1.15 -0.001
H 2.70 -0.30 -2.31 0.015
H 3.21 -0.05 -0.48 0.027
H -1.09 -0.35 -1.54 -0.005
H 0.52 -0.68 -2.84 -0.024
H -0.61 -0.07 2.48 0.000
H -0.41 1.63 2.55 0.000
```

Output
* spin multiplicity: 2
* E_HOMO (alpha / beta): -8.43 / -8.40 eV
* gap between HOMO and LUMO (alpha / beta): 9.0 / 6.4 eV
* expectation value of S²: 0.778
* ΔE to the lowest compared entry with this formula, charge and spin: 33.4 kcal/mol


Record 6
Computed, not measured: a structure of composition C29H25F3NO10S5SbZr, with ωB97M-V/def2-TZVPD.

Structure (XYZ):
```
75
Properties=species:S:1:pos:R:3:lowdin_charge:R:1
Zr -1.21 -0.80 -2.28 1.441
O -7.48 -0.21 -1.75 0.059
C -6.12 -0.25 -1.82 -0.276
C -5.36 -0.80 -0.80 0.076
C -3.98 -0.82 -0.94 -0.179
N -3.38 -0.32 -2.01 -0.045
C -4.11 0.20 -3.01 -0.197
C -5.48 0.27 -2.95 0.079
C -3.23 0.50 -4.24 -0.609
O -3.72 1.06 -5.21 0.061
O -2.05 0.05 -4.08 -0.202
C -3.01 -1.50 0.01 -0.619
O -3.42 -2.01 1.04 0.060
O -1.79 -1.45 -0.40 -0.313
H -7.76 -0.74 -1.01 0.102
H -5.81 -1.22 0.10 0.127
H -6.04 0.67 -3.78 0.130
S -2.74 -2.73 -3.39 0.053
S -2.41 -4.22 -2.04 -0.131
S -0.36 -4.55 -2.27 -0.105
S 0.47 -2.77 -1.68 0.050
O 2.27 0.68 -3.01 -0.311
S 0.84 0.55 -2.98 0.271
O 0.11 1.72 -3.41 -0.292
O 0.36 -0.69 -3.65 -0.481
O 0.33 0.29 -1.53 -0.623
C -2.08 0.44 2.23 -0.078
C -1.62 1.57 1.34 -0.278
O -1.95 1.42 -0.03 -0.183
C -1.60 2.62 -0.73 -0.257
C -2.51 2.82 -1.93 -0.050
H -1.79 0.69 3.25 0.078
H -1.61 -0.50 1.94 0.030
H -3.16 0.30 2.18 0.075
H -0.53 1.69 1.44 0.077
H -2.09 2.51 1.69 0.115
H -0.56 2.58 -1.06 0.104
H -1.72 3.46 -0.04 0.109
H -2.14 2.24 -2.77 0.044
H -2.49 3.88 -2.22 0.082
H -3.53 2.54 -1.69 0.079
F 3.92 -0.79 6.60 0.016
C 3.36 -0.81 5.35 -0.294
C 4.13 -0.44 4.27 -0.018
C 3.55 -0.46 3.01 -0.133
C 2.22 -0.84 2.82 -0.395
C 1.49 -1.20 3.94 -0.129
C 2.04 -1.19 5.22 -0.034
Sb 1.26 -0.69 0.80 1.602
C 2.98 -1.84 0.06 -0.399
C 3.37 -2.92 0.85 -0.139
C 4.29 -3.85 0.38 -0.024
C 4.79 -3.70 -0.89 -0.285
F 5.71 -4.60 -1.35 0.019
C 4.41 -2.65 -1.70 -0.014
C 3.50 -1.72 -1.22 -0.139
C 2.09 1.38 0.90 -0.337
C 1.85 2.12 2.06 -0.150
C 2.12 3.48 2.12 -0.025
C 2.65 4.09 1.01 -0.290
F 2.90 5.43 1.05 0.019
C 2.93 3.39 -0.15 -0.008
C 2.63 2.03 -0.19 -0.096
H 5.16 -0.14 4.42 0.109
H 4.14 -0.17 2.15 0.106
H 0.45 -1.49 3.82 0.093
H 1.47 -1.47 6.10 0.107
H 2.95 -3.04 1.84 0.089
H 4.60 -4.69 0.99 0.108
H 4.81 -2.58 -2.71 0.116
H 3.19 -0.91 -1.87 0.070
H 1.46 1.62 2.94 0.095
H 1.90 4.06 3.00 0.108
H 3.35 3.90 -1.00 0.116
H 2.80 1.50 -1.12 0.068
```

Output
* E_HOMO: -1.70 eV
* gap between HOMO and LUMO: 5.5 eV
* charge: -2
* ΔE to the lowest compared entry with this formula, charge and spin: 56.6 kcal/mol


Record 7
Computed, not measured: a cluster of 9 separate species, C30H55NO24 in total, with ωB97M-V/def2-TZVPD.

Structure (XYZ):
```
110
Properties=species:S:1:pos:R:3:lowdin_charge:R:1
C -28.18 2.09 -3.86 -0.015
C -27.30 2.38 -2.65 -0.291
C -26.78 3.83 -2.56 -0.068
O -27.63 4.40 -1.58 0.096
C -28.19 3.45 -0.87 -0.634
O -28.61 3.52 0.28 0.106
O -28.12 2.37 -1.51 0.106
H -28.57 1.06 -3.82 0.073
H -27.60 2.11 -4.77 0.079
H -29.10 2.72 -3.88 0.106
H -26.46 1.64 -2.65 0.151
H -26.58 4.37 -3.47 0.128
H -25.81 3.82 -1.98 0.130
C -28.49 -0.55 0.96 -0.018
C -27.03 -0.78 0.81 -0.318
C -26.68 -1.45 -0.51 -0.054
O -25.67 -0.55 -1.04 0.090
C -25.57 0.53 -0.34 -0.620
O -24.82 1.45 -0.55 0.135
O -26.34 0.47 0.74 0.101
H -28.89 -1.59 1.08 0.092
H -28.93 0.04 0.14 0.102
H -28.78 -0.01 1.88 0.085
H -26.57 -1.41 1.63 0.128
H -27.54 -1.44 -1.22 0.134
H -26.43 -2.46 -0.46 0.090
C -22.24 3.76 -0.65 -0.028
O -22.12 5.09 -0.33 0.060
C -22.89 5.90 -0.92 -0.435
O -24.06 5.58 -1.62 -0.052
O -22.51 7.19 -0.76 0.006
C -23.22 8.20 -1.46 -0.046
H -22.49 3.53 -1.73 0.114
H -23.04 3.45 -0.02 0.088
H -21.29 3.31 -0.36 0.110
H -24.30 8.07 -1.36 0.099
H -23.03 7.94 -2.47 0.072
H -23.04 9.25 -1.29 0.094
C -27.67 -3.30 3.68 -0.019
O -27.59 -4.66 3.25 0.014
C -27.58 -4.95 1.97 -0.421
O -28.06 -4.06 0.98 -0.064
O -27.00 -6.10 1.68 0.007
C -26.81 -6.48 0.40 -0.097
H -28.13 -3.33 4.66 0.105
H -28.37 -2.76 3.09 0.072
H -26.75 -2.74 3.72 0.078
H -26.40 -5.69 -0.18 0.061
H -27.82 -6.73 -0.03 0.116
H -26.23 -7.44 0.26 0.125
C -23.13 5.52 -4.65 -0.065
O -22.30 4.42 -4.33 -0.011
C -22.85 3.16 -4.19 -0.352
O -24.21 2.87 -4.42 -0.049
O -21.93 2.24 -3.85 -0.025
C -22.29 0.96 -3.43 -0.057
H -22.66 6.44 -4.54 0.072
H -24.02 5.48 -4.06 0.065
H -23.56 5.53 -5.67 0.104
H -22.84 0.54 -4.29 0.114
H -22.90 1.02 -2.54 0.079
H -21.39 0.39 -3.15 0.101
C -28.00 -1.86 -6.63 -0.048
O -28.20 -3.13 -6.01 -0.002
C -28.26 -3.15 -4.65 -0.299
O -28.18 -1.98 -3.82 -0.095
O -28.21 -4.44 -4.13 -0.017
C -27.83 -4.66 -2.80 -0.057
H -28.24 -0.99 -6.03 0.078
H -28.46 -1.72 -7.61 0.095
H -26.91 -1.76 -6.79 0.105
H -27.99 -5.66 -2.41 0.088
H -28.30 -3.92 -2.18 0.089
H -26.79 -4.51 -2.71 0.078
C -24.39 -0.30 3.69 -0.071
O -24.93 0.95 3.49 0.017
C -26.23 1.14 3.58 -0.431
O -27.18 0.12 3.81 -0.079
O -26.58 2.38 3.44 0.048
C -27.92 2.79 3.52 -0.042
H -23.29 -0.27 3.72 0.094
H -24.69 -1.00 2.92 0.069
H -24.71 -0.68 4.63 0.088
H -28.36 2.73 2.56 0.067
H -28.11 3.76 3.85 0.070
H -28.58 2.24 4.31 0.137
C -22.20 -1.72 -1.21 -0.042
O -21.75 -0.44 -0.86 -0.004
C -22.04 -0.01 0.36 -0.448
O -22.69 -0.90 1.27 -0.065
O -21.68 1.12 0.68 0.072
C -21.96 1.60 1.92 -0.059
H -23.28 -1.74 -1.05 0.087
H -21.79 -2.44 -0.58 0.074
H -21.98 -1.94 -2.25 0.106
H -23.03 1.69 1.98 0.101
H -21.65 2.56 2.23 0.095
H -21.60 1.06 2.77 0.101
C -24.39 -3.71 1.44 -0.082
C -23.48 -4.06 2.56 -0.276
C -23.91 -5.05 3.56 -0.174
C -23.71 -6.47 3.13 -0.188
N -23.57 -7.58 2.80 0.133
H -25.36 -3.22 1.79 0.077
H -24.69 -4.64 0.89 0.081
H -23.99 -3.09 0.65 0.050
H -23.41 -3.13 3.10 0.098
H -22.47 -4.30 2.27 0.123
H -24.96 -4.86 3.83 0.119
H -23.26 -4.91 4.34 0.092
```

Output
* E_HOMO: -9.93 eV
* gap between HOMO and LUMO: 10.3 eV
* SMILES string: C[C@H]1COC(=O)O1.C[C@H]1COC(=O)O1.COC(=O)OC.COC(=O)OC.COC(=O)OC.COC(=O)OC.COC(=O)OC.COC(=O)OC.CCCC#N
* ΔE to the lowest compared entry with this formula, charge and spin: 45.5 kcal/mol


Record 8
Computed, not measured: the molecule C4H9NO, with ωB97M-V/def2-TZVPD.

Structure (XYZ):
```
15
Properties=species:S:1:pos:R:3:lowdin_charge:R:1
C 1.83 1.69 0.04 -0.078
C 0.54 0.89 0.03 -0.291
O 0.75 -0.29 -0.72 -0.137
C -0.14 -1.32 -0.43 -0.300
N -1.52 -0.97 -0.69 0.005
C -2.36 -1.25 0.21 -0.053
H 2.62 1.13 0.56 0.077
H 2.15 1.89 -0.98 0.078
H 1.69 2.65 0.56 0.076
H 0.24 0.64 1.06 0.117
H -0.28 1.48 -0.41 0.116
H 0.14 -2.15 -1.09 0.129
H -2.09 -1.71 1.18 0.077
H -0.02 -1.66 0.62 0.116
H -3.41 -1.04 0.05 0.068
```

Output
* E_HOMO: -9.71 eV
* gap between HOMO and LUMO: 10.8 eV
* SMILES string: C=NCOCC
* ΔE to the lowest compared entry with this formula, charge and spin: 46.9 kcal/mol


Record 9
Computed, not measured: the molecule C21H23FN2O5S, with ωB97M-V/def2-TZVPD.

Structure (XYZ):
```
53
Properties=species:S:1:pos:R:3:lowdin_charge:R:1
C 4.01 -3.13 1.18 -0.054
H 4.56 -2.25 1.52 0.100
H 4.31 -3.99 1.76 0.098
O 2.62 -2.98 1.40 -0.092
C 1.96 -2.00 0.77 -0.258
C 2.53 -1.04 -0.07 0.003
C 1.74 -0.07 -0.66 -0.014
C 0.37 0.01 -0.42 -0.210
C -0.20 -0.96 0.42 0.009
C 0.58 -1.94 0.98 -0.169
S -0.19 -3.21 1.99 0.700
O 0.13 -4.49 1.44 -0.260
O -1.58 -2.86 2.12 -0.283
N 0.62 -3.00 3.44 -0.228
C 1.23 -4.19 4.00 -0.174
H 1.63 -4.77 3.17 0.110
C 0.20 -5.01 4.78 -0.182
H 0.67 -5.84 5.31 0.129
O -0.42 -4.22 5.78 -0.127
C -1.08 -3.11 5.21 -0.186
H -1.52 -2.56 6.05 0.129
C -0.10 -2.22 4.43 -0.165
H -0.64 -1.43 3.91 0.121
H 0.64 -1.79 5.11 0.133
H -1.87 -3.44 4.53 0.119
H -0.55 -5.39 4.08 0.130
H 2.04 -3.87 4.66 0.135
H -1.26 -0.98 0.62 0.115
C -0.42 1.05 -1.05 -0.044
C -1.64 1.45 -0.68 0.015
C -2.38 2.56 -1.32 -0.509
O -3.00 3.39 -0.69 0.058
N -2.31 2.57 -2.68 0.065
H -1.78 1.86 -3.15 0.140
C -2.89 3.63 -3.48 -0.128
C -1.82 4.42 -4.19 -0.214
C -1.83 4.57 -5.57 -0.036
C -0.84 5.28 -6.21 -0.008
C 0.18 5.83 -5.45 -0.280
C 0.22 5.70 -4.08 -0.002
C -0.79 4.99 -3.45 -0.024
H -0.78 4.88 -2.38 0.120
H 1.02 6.15 -3.52 0.118
F 1.16 6.52 -6.08 0.055
H -0.84 5.40 -7.28 0.117
H -2.63 4.13 -6.15 0.112
H -3.43 4.27 -2.78 0.130
H -3.59 3.20 -4.20 0.124
H -2.12 1.04 0.20 0.118
H 0.07 1.56 -1.87 0.115
H 2.20 0.66 -1.31 0.118
H 3.59 -1.05 -0.28 0.108
H 4.22 -3.31 0.12 0.102
```

Output
* E_HOMO: -8.69 eV
* gap between HOMO and LUMO: 8.8 eV
* SMILES string: COc1ccc(/C=C/C(=O)NCc2ccc(F)cc2)cc1S(=O)(=O)N1CCOCC1
* ΔE to the lowest compared entry with this formula, charge and spin: 49.5 kcal/mol